# 1
C51H45Br3F4N4OP3ScTe | ωB97M-V with the def2-TZVPD basis set

Calculated values
Total charge: +4
Lowest unoccupied orbital energy (eV): -10.332

Cartesian coordinates (Å):
Sc (0.94, -0.03, -0.98)
Br (1.02, 1.74, 1.88)
C (2.72, 2.64, 1.62)
Br (3.32, 2.26, -0.15)
H (3.45, 2.24, 2.33)
H (2.57, 3.71, 1.72)
Te (-2.74, -0.97, -2.02)
C (-4.76, -0.23, -1.82)
C (-5.19, 0.38, -0.65)
C (-6.50, 0.83, -0.58)
N (-7.34, 0.67, -1.58)
C (-6.97, 0.07, -2.68)
C (-5.68, -0.42, -2.85)
C (-1.99, 0.30, -0.39)
P (-2.26, -0.60, 1.17)
C (-1.86, 0.19, 2.75)
C (-2.48, 1.38, 3.14)
C (-2.16, 1.93, 4.37)
C (-1.28, 1.28, 5.22)
C (-0.70, 0.07, 4.84)
C (-0.98, -0.48, 3.60)
C (-3.03, -2.21, 1.38)
C (-2.78, -3.33, 0.58)
C (-3.36, -4.54, 0.92)
C (-4.18, -4.64, 2.04)
C (-4.42, -3.52, 2.83)
C (-3.85, -2.31, 2.51)
P (-1.14, 1.78, -1.15)
C (-1.15, 3.34, -0.21)
C (-0.06, 4.15, -0.53)
C (0.02, 5.44, -0.04)
C (-0.98, 5.91, 0.80)
C (-2.05, 5.10, 1.13)
C (-2.15, 3.82, 0.62)
C (-2.20, 2.24, -2.55)
C (-1.72, 2.01, -3.85)
C (-2.47, 2.38, -4.95)
C (-3.72, 2.95, -4.77)
C (-4.21, 3.17, -3.48)
C (-3.45, 2.83, -2.38)
H (-4.54, 0.50, 0.21)
H (-6.90, 1.31, 0.30)
H (-7.73, -0.04, -3.45)
H (-5.42, -0.93, -3.76)
H (-3.20, 1.85, 2.50)
H (-2.61, 2.86, 4.66)
H (-1.05, 1.70, 6.18)
H (-0.03, -0.44, 5.51)
H (-0.53, -1.42, 3.29)
H (-2.12, -3.27, -0.28)
H (-3.18, -5.41, 0.32)
H (-4.63, -5.58, 2.30)
H (-5.05, -3.60, 3.71)
H (-4.04, -1.44, 3.12)
H (0.72, 3.75, -1.18)
H (0.84, 6.07, -0.32)
H (-0.92, 6.92, 1.18)
H (-2.83, 5.49, 1.78)
H (-3.01, 3.20, 0.86)
H (-0.74, 1.55, -3.98)
H (-2.09, 2.21, -5.94)
H (-4.31, 3.24, -5.62)
H (-5.18, 3.62, -3.35)
H (-3.83, 3.03, -1.38)
F (6.12, -5.29, -2.28)
C (5.29, -4.50, -1.64)
C (5.36, -4.36, -0.25)
F (6.25, -5.03, 0.44)
C (4.48, -3.49, 0.40)
F (4.56, -3.36, 1.72)
C (3.53, -2.73, -0.29)
P (2.37, -1.65, 0.67)
C (1.59, -3.00, 1.64)
C (0.64, -3.77, 0.96)
C (0.10, -4.89, 1.58)
C (0.48, -5.23, 2.87)
C (1.42, -4.46, 3.54)
C (1.98, -3.35, 2.92)
C (3.53, -0.76, 1.77)
C (4.77, -0.36, 1.28)
C (5.63, 0.35, 2.09)
C (5.26, 0.67, 3.39)
C (4.01, 0.30, 3.87)
C (3.13, -0.40, 3.05)
C (3.47, -2.91, -1.67)
Br (2.20, -1.98, -2.75)
C (4.33, -3.76, -2.34)
F (4.25, -3.85, -3.66)
H (0.35, -3.52, -0.05)
H (-0.62, -5.50, 1.05)
H (0.06, -6.10, 3.34)
H (1.73, -4.73, 4.53)
H (2.75, -2.80, 3.44)
H (5.06, -0.61, 0.26)
H (6.60, 0.64, 1.72)
H (5.95, 1.19, 4.03)
H (3.72, 0.55, 4.88)
H (2.16, -0.67, 3.43)
O (-0.36, -1.39, -0.74)
N (-0.86, -0.47, 0.19)
N (4.85, 2.20, -5.56)
C (3.66, 2.42, -4.70)
C (3.38, 1.24, -3.74)
N (2.05, 1.32, -3.12)
H (5.10, 3.07, -6.06)
H (4.69, 1.48, -6.28)
H (5.67, 1.93, -5.00)
H (2.79, 2.59, -5.35)
H (3.82, 3.33, -4.11)
H (4.13, 1.23, -2.95)
H (3.44, 0.30, -4.29)
H (1.36, 1.12, -3.85)
H (1.90, 2.30, -2.84)

---

# 2
CdN8O24Pb | ωB97M-V with the def2-TZVPD basis set

Calculated values
Total charge: -4
Lowest unoccupied orbital energy (eV): 7.188

Cartesian coordinates (Å):
Cd (-4.80, -2.40, 1.89)
Pb (-3.14, 2.38, 1.58)
N (-5.77, 0.31, 3.26)
O (-6.91, 0.51, 3.68)
O (-4.87, 1.12, 3.06)
O (-5.33, -0.83, 3.02)
N (-4.13, 0.17, -0.09)
O (-4.28, 0.79, -1.14)
O (-3.83, 0.82, 0.97)
O (-4.52, -1.00, 0.21)
N (-7.37, -3.40, 0.79)
O (-8.08, -4.41, 0.78)
O (-6.27, -3.47, 0.21)
O (-7.79, -2.35, 1.33)
N (-5.47, -0.73, -3.87)
O (-6.11, -1.61, -4.50)
O (-4.37, -1.09, -3.43)
O (-5.91, 0.45, -3.84)
N (-1.76, -2.61, 2.63)
O (-0.79, -2.41, 1.94)
O (-1.78, -3.44, 3.58)
O (-2.86, -1.99, 2.42)
N (-0.96, 0.06, -1.42)
O (-0.86, -0.59, -0.33)
O (-0.15, 0.99, -1.54)
O (-1.81, -0.22, -2.26)
N (-3.24, -4.37, -0.24)
O (-2.73, -5.51, -0.44)
O (-3.71, -4.17, 0.90)
O (-3.39, -3.57, -1.14)
N (-3.62, 3.59, -1.89)
O (-3.47, 2.88, -0.86)
O (-3.38, 3.12, -3.03)
O (-3.99, 4.78, -1.80)

---

# 3
C18H33Cl11OSi2 | ωB97M-V with the def2-TZVPD basis set

Calculated values
Lowest unoccupied orbital energy (eV): 0.527

Cartesian coordinates (Å):
Cl (3.24, 3.49, -1.54)
Si (1.36, 3.16, -2.47)
O (0.10, 3.03, -1.30)
Si (0.35, 1.51, -0.52)
C (0.16, 1.62, 1.38)
C (0.09, 0.15, 2.05)
C (0.89, -0.92, 1.25)
C (0.10, -1.95, 0.54)
C (0.76, -3.02, -0.28)
C (2.23, -3.02, -0.36)
C (2.97, -1.99, 0.37)
C (2.36, -0.96, 1.17)
H (1.13, 4.31, -3.35)
H (1.37, 1.96, -3.34)
H (-0.45, 0.41, -1.06)
H (1.77, 1.17, -0.75)
H (-0.76, 2.20, 1.63)
H (1.05, 2.15, 1.84)
H (0.39, 0.19, 3.14)
H (-1.01, -0.10, 2.06)
H (-1.02, -1.97, 0.60)
H (0.19, -3.82, -0.81)
H (2.77, -3.79, -0.96)
H (4.09, -1.99, 0.29)
H (2.89, -0.15, 1.72)
Cl (-4.41, -1.44, -1.16)
C (-3.50, -0.45, -2.34)
C (-2.49, -1.27, -3.10)
Cl (-1.15, -1.81, -2.06)
H (-3.03, 0.37, -1.80)
H (-4.23, -0.03, -3.03)
H (-2.05, -0.66, -3.90)
H (-2.94, -2.15, -3.56)
Cl (-3.42, 3.03, 0.28)
C (-4.09, 3.99, 1.63)
C (-3.02, 4.74, 2.38)
Cl (-1.94, 3.65, 3.28)
H (-4.64, 3.31, 2.28)
H (-4.80, 4.69, 1.20)
H (-3.47, 5.41, 3.11)
H (-2.40, 5.34, 1.71)
Cl (1.38, 5.57, 2.54)
C (2.54, 5.94, 1.24)
C (3.94, 6.18, 1.77)
Cl (4.05, 7.70, 2.70)
H (2.16, 6.80, 0.69)
H (2.54, 5.08, 0.57)
H (4.63, 6.27, 0.93)
H (4.27, 5.37, 2.41)
Cl (3.76, -5.00, -2.03)
C (4.65, -6.00, -3.20)
C (3.85, -6.24, -4.47)
Cl (2.44, -7.29, -4.18)
H (4.91, -6.94, -2.71)
H (5.57, -5.47, -3.44)
H (4.47, -6.75, -5.20)
H (3.50, -5.31, -4.90)
Cl (-3.05, -4.77, 3.85)
C (-4.41, -3.72, 3.37)
C (-4.36, -3.36, 1.90)
Cl (-2.99, -2.29, 1.51)
H (-4.39, -2.83, 3.99)
H (-5.32, -4.27, 3.58)
H (-5.27, -2.83, 1.61)
H (-4.27, -4.25, 1.27)

---

no.,calculated total energy (a.u.),HOMO-LUMO gap (eV),strongest force on any atom (eV/Å)
1,-12437.623358,6.40,1.888
2,-2603.166367,4.07,6.926
3,-6422.060151,8.99,3.234